Entry 1:
C3HNO2 | wB97M-V/def2-TZVPD

Each line ends with the natural charge from an NBO analysis.
Atoms and positions in Å:
C 0.073 0.418 -1.154  -0.253
C -0.120 -0.671 1.559  0.804
C 0.671 -0.638 -1.583  0.158
N -0.157 0.433 1.097  -0.275
O -0.426 1.065 -0.074  -0.260
O 0.016 -1.581 2.258  -0.463
H -0.058 0.974 -2.103  0.290

Summary:
- energy (Eh) = -319.893960
- gap between HOMO and LUMO (eV) = 8.7
- total charge = 0
- LUMO (eV) = -1.55

Entry 2:
C2H8BNO2 | wB97M-V/def2-TZVPD

Each line ends with the natural charge from an NBO analysis.
Atoms and positions in Å:
H -1.076 -0.839 -1.014  0.341
N -0.216 -0.289 -0.657  -0.670
C 0.561 0.252 -1.475  0.172
C 0.466 0.485 -2.915  -0.714
H 1.471 0.635 -0.926  0.164
H -0.148 -0.333 -3.167  0.225
H 1.362 0.591 -3.553  0.243
H -0.201 1.340 -3.267  0.251
O 0.116 -1.364 3.153  -0.906
B -0.446 -0.110 3.289  0.939
O -0.710 0.696 2.303  -0.893
H -0.115 -1.768 2.340  0.481
H -0.694 0.350 4.426  -0.140
H -0.371 0.356 1.464  0.507

Summary:
- energy (Eh) = -311.136365
- gap between HOMO and LUMO (eV) = 11.2
- total charge = 0
- SMILES = [H]/N=C\C.OBO
- LUMO (eV) = 0.71

Entry 3:
C44H30I3IrN3O3P | wB97M-V/def2-TZVPD

Each line ends with the Mulliken charge.
Atoms and positions in Å:
Ir -0.938 0.027 0.082  1.498
O 0.773 7.589 -1.450  -0.468
C -0.038 7.135 -0.483  0.534
O -0.390 7.842 0.412  -0.519
C -0.485 5.696 -0.567  1.011
C -1.639 5.360 0.135  -1.243
C -2.104 4.061 0.121  -0.178
C -1.405 3.086 -0.589  -0.123
C -0.230 3.399 -1.252  -0.519
C 0.218 4.710 -1.248  -1.036
N -1.922 1.751 -0.624  0.516
C -3.165 1.587 -0.863  -0.290
C -3.777 0.290 -0.675  0.667
C -5.108 0.081 -0.983  -0.914
C -5.688 -1.138 -0.667  -0.620
C -4.900 -2.091 -0.052  -0.982
C -3.563 -1.816 0.201  -0.016
N -2.990 -0.653 -0.108  0.055
H 0.894 6.955 -2.165  0.327
H -2.155 6.134 0.687  0.471
H -2.979 3.791 0.701  0.519
H 0.320 2.628 -1.774  0.264
H 1.146 4.938 -1.757  0.362
H -3.790 2.423 -1.165  0.618
H -5.678 0.871 -1.452  0.570
H -6.733 -1.322 -0.874  0.480
H -5.308 -3.049 0.239  0.514
H -2.941 -2.545 0.679  0.349
I 2.508 0.274 -2.758  0.186
C 4.013 -0.717 -1.707  -0.038
C 5.274 -0.201 -1.795  -0.534
C 6.366 -0.914 -1.264  -0.797
C 6.164 -2.143 -0.717  -0.912
C 4.862 -2.693 -0.620  0.827
C 4.687 -3.998 -0.108  -0.845
C 3.446 -4.554 -0.011  -1.329
C 2.318 -3.778 -0.318  0.096
C 2.430 -2.500 -0.821  1.647
P 0.883 -1.517 -0.954  0.538
C -0.027 -2.129 -2.406  0.570
C -1.035 -1.331 -2.946  -0.249
C -1.765 -1.757 -4.044  -0.800
C -1.472 -2.981 -4.631  -0.688
C -0.444 -3.765 -4.126  -0.739
C 0.283 -3.341 -3.023  -0.727
C 0.024 -2.220 0.524  1.190
C -0.827 -3.337 0.422  -1.165
C -1.168 -4.041 1.557  -0.652
C -0.716 -3.616 2.812  -0.893
C 0.104 -2.507 2.930  -0.936
C 0.494 -1.820 1.787  -0.293
C 3.731 -1.949 -1.061  -0.516
H 5.445 0.739 -2.301  0.541
H 7.360 -0.493 -1.330  0.426
H 6.997 -2.729 -0.351  0.416
H 5.564 -4.552 0.202  0.445
H 3.316 -5.567 0.342  0.463
H 1.344 -4.210 -0.138  0.434
H -1.209 -0.338 -2.538  0.356
H -2.536 -1.125 -4.465  0.497
H -2.026 -3.312 -5.499  0.429
H -0.204 -4.708 -4.598  0.469
H 1.094 -3.952 -2.649  0.380
H -1.157 -3.674 -0.554  0.353
H -1.779 -4.931 1.477  0.540
H -0.993 -4.173 3.698  0.473
H 0.473 -2.200 3.899  0.558
H 1.206 -1.005 1.858  0.525
I 3.411 3.057 0.187  0.090
C 1.913 2.756 1.598  -0.031
C 1.975 3.478 2.806  -0.298
C 1.050 3.303 3.801  -0.306
I 1.258 4.381 5.574  0.152
C -0.004 2.380 3.613  0.949
C -1.008 2.075 4.559  -0.920
C -1.976 1.150 4.270  -1.338
C -1.971 0.527 3.015  -0.344
N -1.053 0.799 2.113  0.395
C -0.064 1.694 2.379  0.416
C 0.903 1.846 1.354  -0.578
O 0.802 1.112 0.249  0.018
H 2.784 4.182 2.949  0.423
H -0.997 2.576 5.518  0.282
H -2.744 0.897 4.986  0.491
H -2.734 -0.191 2.743  0.506

Summary:
- energy (Eh) = -3422.986313
- gap between HOMO and LUMO (spin up / spin down) (eV) = 5.7 / 5.3
- total charge = +2
- LUMO (spin up / spin down) (eV) = -6.83 / -7.18

Entry 4:
C2H6N2S | wB97M-V/def2-TZVPD

Each line ends with the natural charge from an NBO analysis.
Atoms and positions in Å:
H 2.213 -1.726 -0.309  0.334
N 2.220 -0.813 -0.245  -0.712
C 1.123 -0.065 -0.024  0.426
N 1.401 1.317 0.016  -0.802
C -0.288 -0.669 0.448  -0.588
S -2.039 0.128 -0.079  -0.114
H 0.790 1.930 0.727  0.381
H 2.183 1.766 -0.197  0.392
H -0.529 -1.071 1.647  0.274
H -0.144 -1.715 -0.018  0.243
H -2.253 -0.364 -1.526  0.166

Summary:
- energy (Eh) = -587.388219
- gap between HOMO and LUMO (eV) = 9.7
- total charge = 0
- SMILES = [H]/N=C(/N)CS
- LUMO (eV) = 0.55

Entry 5:
C33H49BCuN10OP | wB97M-V/def2-TZVPD

Each line ends with the Löwdin spin population.
Atoms and positions in Å:
Cu 0.209 2.256 0.957  0.748
C 1.668 6.031 -0.348  0.003
C 1.218 5.233 0.698  0.006
N 0.821 4.062 0.224  0.101
N 0.992 4.066 -1.102  0.004
C 1.508 5.247 -1.471  -0.001
B 0.734 2.738 -1.857  0.000
N -0.734 2.340 -1.542  0.003
C -1.709 1.922 -2.361  -0.001
C -2.885 1.844 -1.641  0.001
C -2.537 2.242 -0.353  0.002
N -1.247 2.535 -0.319  0.048
N 1.801 1.787 -1.227  0.002
C 2.848 1.200 -1.820  -0.001
C 3.668 0.679 -0.841  0.001
C 3.042 1.009 0.357  0.002
N 1.926 1.675 0.100  0.044
N 0.919 2.693 -3.351  0.000
C 1.295 3.540 -4.338  0.000
C 1.271 2.855 -5.527  0.000
C 0.860 1.562 -5.176  0.000
N 0.660 1.483 -3.881  0.000
H 2.057 7.026 -0.296  0.001
H 1.158 5.482 1.738  0.000
H 1.742 5.486 -2.484  0.000
H -1.529 1.690 -3.391  0.000
H -3.850 1.552 -1.997  0.000
H -3.150 2.363 0.518  0.000
H 2.964 1.186 -2.883  0.000
H 4.588 0.149 -0.974  0.000
H 3.358 0.823 1.365  0.000
H 1.553 4.563 -4.168  0.000
H 1.515 3.221 -6.501  0.000
H 0.695 0.707 -5.798  0.000
N 0.484 3.497 3.650  -0.001
C 0.118 3.526 4.940  0.000
C -0.903 2.614 5.081  0.000
C -1.094 2.084 3.804  0.000
N -0.240 2.623 2.947  -0.001
H 1.222 4.011 3.197  0.000
H 0.572 4.183 5.653  0.000
H -1.428 2.348 5.975  0.000
H -1.820 1.360 3.494  0.000
O -0.218 0.116 0.164  0.034
P -0.071 -1.360 0.333  0.004
C 0.852 -1.700 1.931  0.000
C 0.608 -0.527 2.886  -0.001
C 0.854 -0.928 4.336  0.000
C -0.194 -1.950 4.783  0.000
C -0.512 -2.953 3.664  0.000
C 0.604 -3.042 2.627  0.000
C -1.754 -2.160 0.263  0.001
C -2.747 -1.344 1.084  0.000
C -4.111 -2.051 1.147  0.000
C -4.371 -2.892 -0.108  0.000
C -3.755 -2.203 -1.317  0.000
C -2.223 -2.186 -1.200  0.000
C 1.040 -2.119 -0.964  0.001
C 1.059 -3.657 -0.917  0.000
C 1.336 -4.262 -2.300  0.000
C 2.415 -3.475 -3.036  0.000
C 1.971 -2.022 -3.281  0.000
C 0.790 -1.623 -2.388  0.000
H 1.903 -1.667 1.610  0.000
H -0.424 -0.191 2.787  0.000
H 1.245 0.313 2.603  0.000
H 0.802 -0.050 4.981  0.000
H 1.856 -1.347 4.442  0.000
H -1.110 -1.428 5.074  0.000
H 0.170 -2.476 5.667  0.000
H -1.434 -2.672 3.161  0.000
H -0.673 -3.937 4.100  0.000
H 0.366 -3.811 1.891  0.000
H 1.523 -3.356 3.126  0.000
H -1.695 -3.172 0.669  0.000
H -2.843 -0.363 0.613  0.000
H -2.372 -1.180 2.097  0.000
H -4.894 -1.299 1.253  0.000
H -4.157 -2.697 2.026  0.000
H -5.445 -3.020 -0.250  0.000
H -3.933 -3.886 0.001  0.000
H -4.141 -1.184 -1.381  0.000
H -4.042 -2.717 -2.235  0.000
H -1.845 -1.295 -1.707  0.000
H -1.816 -3.070 -1.696  0.000
H 2.033 -1.739 -0.681  0.000
H 0.104 -4.044 -0.558  0.000
H 1.831 -3.991 -0.220  0.000
H 0.422 -4.271 -2.897  0.000
H 1.652 -5.300 -2.183  0.000
H 2.635 -3.962 -3.988  0.000
H 3.331 -3.495 -2.439  0.000
H 1.673 -1.890 -4.322  0.000
H 2.811 -1.350 -3.101  0.000
H -0.113 -2.071 -2.796  0.000
H 0.664 -0.538 -2.406  0.000

Summary:
- energy (Eh) = -3916.312473
- gap between HOMO and LUMO (spin up / spin down) (eV) = 9.7 / 7.7
- total charge = +1
- ⟨S²⟩ = 0.75
- 2S+1 = 2
- LUMO (spin up / spin down) (eV) = -1.85 / -3.88